# 1
DFT (ωB97M-V/def2-TZVPD) results for the molecule C18H20ClFN2O3S2 at a distorted geometry.

Structure (XYZ):
```
47
Properties=species:S:1:pos:R:3:lowdin_charge:R:1
C -3.75930 -2.17316 -1.19567 -0.10
S -3.36593 -2.23464 0.56204 0.66
O -2.64872 -3.43720 0.86162 -0.29
O -4.56054 -1.98807 1.31286 -0.30
N -2.27707 -0.96133 0.82573 -0.16
C -0.89598 -1.34825 0.94699 -0.11
C -0.18393 -1.43355 -0.40335 -0.47
O -0.78119 -1.57779 -1.45146 0.07
N 1.15597 -1.35264 -0.31952 0.08
C 2.01034 -1.43524 -1.48371 -0.21
C 3.27474 -2.24187 -1.20323 -0.44
S 4.75908 -1.22320 -0.91852 0.87
C 4.41728 -0.47354 0.71560 -0.44
C 3.48798 0.69937 0.65758 -0.33
C 3.65684 1.67358 -0.32141 -0.06
C 2.82066 2.77103 -0.39588 -0.06
C 1.79172 2.91971 0.51893 -0.08
C 1.60433 1.96818 1.50495 -0.11
C 2.44937 0.87207 1.56829 -0.60
Cl 2.17729 -0.30003 2.83969 0.73
C -2.60165 0.33285 0.42624 -0.24
C -1.62564 1.24521 0.01991 -0.01
C -1.97129 2.53218 -0.35036 0.00
C -3.29728 2.91414 -0.31396 -0.28
F -3.63352 4.17210 -0.67847 0.05
C -4.28474 2.03534 0.09347 0.01
C -3.93470 0.75217 0.46361 -0.02
H -4.37441 -1.30283 -1.37830 0.06
H -2.81850 -2.11736 -1.72991 0.04
H -4.29347 -3.08429 -1.43047 0.07
H -0.37997 -0.66935 1.63061 0.10
H -0.90562 -2.35285 1.37866 0.13
H 1.58946 -1.21787 0.58046 0.07
H 1.41312 -1.90879 -2.26773 0.12
H 2.28040 -0.42825 -1.82535 0.11
H 3.54599 -2.84531 -2.06797 0.07
H 3.13876 -2.90147 -0.34584 0.08
H 4.05081 -1.25838 1.37540 0.05
H 5.39973 -0.15208 1.06678 0.09
H 4.45891 1.54837 -1.03382 0.10
H 2.97362 3.51099 -1.16603 0.11
H 1.13623 3.77500 0.47360 0.11
H 0.80790 2.07474 2.22502 0.11
H -0.58629 0.96400 -0.02546 0.09
H -1.21756 3.23226 -0.67381 0.11
H -5.31278 2.35924 0.12484 0.12
H -4.69050 0.06680 0.80732 0.09
```

The calculated total energy is -65024.1392 eV. The calculation puts the orbital gap at 8.89 eV. Its SMILES is CS(=O)(=O)N(CC(=O)NCCSCc1ccccc1Cl)c1ccc(F)cc1. The value obtained for the HOMO energy is -8.482 eV.

# 2
DFT (ωB97M-V/def2-TZVPD) results for the molecule C18H20ClFN4O2.

Structure (XYZ):
```
46
Properties=species:S:1:pos:R:3:lowdin_charge:R:1
C 0.18602 2.24117 -7.48509 -0.07
O 0.79177 1.78502 -6.27608 -0.06
C 0.08685 0.89033 -5.56396 -0.37
C 0.71231 0.42309 -4.35360 0.05
C 0.06847 -0.47711 -3.60089 0.04
C -1.24744 -0.95925 -4.00342 -0.32
N -1.96608 -1.84997 -3.42465 0.16
C -1.69348 -2.31498 -2.14680 -0.50
O -1.45600 -3.47714 -1.90947 0.09
C -1.87081 -1.29840 -1.02610 -0.09
C -1.40150 -1.82101 0.30983 -0.26
C 0.10332 -2.07516 0.50273 -0.12
N 0.00717 -1.48261 1.84730 -0.15
C 1.09777 -0.63604 2.26304 -0.19
C 0.89313 -0.06755 3.64599 -0.22
C -0.03895 -0.61795 4.51785 -0.03
C -0.22647 -0.09857 5.78737 0.00
C 0.53446 0.98097 6.17924 -0.24
F 0.33915 1.48185 7.41943 0.06
C 1.49134 1.57477 5.37051 -0.22
C 2.30788 2.74142 5.84202 -0.06
C 1.64109 1.01312 4.10402 -0.53
Cl 2.85599 1.69968 3.05636 0.73
C -1.26071 -0.82503 1.47656 -0.12
N -1.69925 -0.40692 -5.17083 0.07
N -1.06254 0.48618 -5.96372 0.13
H 0.88995 2.94540 -7.91669 0.09
H 0.01277 1.40731 -8.16511 0.09
H -0.76551 2.72995 -7.27656 0.09
H 1.69396 0.79904 -4.09996 0.13
H 0.51106 -0.88966 -2.70492 0.11
H -1.35048 -0.37119 -1.28802 0.11
H -2.93431 -1.04067 -0.99759 0.13
H -1.97471 -2.69967 0.59854 0.15
H 0.46598 -3.10095 0.46387 0.12
H 0.70323 -1.45093 -0.18097 0.11
H 2.01833 -1.22934 2.24728 0.14
H 1.25122 0.19288 1.55198 0.10
H -0.61018 -1.47245 4.18205 0.11
H -0.94878 -0.51800 6.47381 0.12
H 2.16455 3.60114 5.18647 0.08
H 2.02924 3.02262 6.85342 0.08
H 3.37089 2.49836 5.82554 0.08
H -1.10337 0.20350 1.11625 0.12
H -2.02759 -0.81428 2.25220 0.11
H -2.58977 -0.72295 -5.51921 0.15
```

The calculated total energy is -44284.4274 eV. The calculation puts the orbital gap at 8.50 eV. Its SMILES is COc1cc/c(=N\C(=O)CC2CN(Cc3ccc(F)c(C)c3Cl)C2)[nH]n1. The value obtained for the HOMO energy is -8.604 eV.

# 3
DFT (ωB97M-V/def2-TZVPD) results for the molecule C18H20ClFN4O2.

Structure (XYZ):
```
46
Properties=species:S:1:pos:R:3:lowdin_charge:R:1
C -6.22552 -4.23312 0.87164 -0.06
O -6.10262 -2.81005 0.88035 -0.06
C -4.86144 -2.32216 0.73572 -0.37
C -4.74148 -0.89114 0.76432 0.06
C -3.52667 -0.33919 0.63083 0.04
C -2.35769 -1.18618 0.45586 -0.31
N -1.10869 -0.85567 0.40278 0.16
C -0.63076 0.36458 -0.02272 -0.49
O 0.48268 0.74420 0.27772 0.06
C -1.42131 1.19769 -1.03431 -0.10
C -1.65621 2.60698 -0.52510 -0.27
C -0.45749 3.56160 -0.38984 -0.12
N -1.31614 4.65200 -0.89708 -0.13
C -0.70473 5.59984 -1.80706 -0.18
C -1.75067 6.54527 -2.34424 -0.23
C -2.44705 7.33885 -1.43519 -0.03
C -3.43292 8.21286 -1.84596 0.00
C -3.72532 8.28430 -3.19377 -0.24
F -4.69386 9.14172 -3.58602 0.06
C -3.08621 7.52283 -4.15548 -0.22
C -3.44733 7.63090 -5.60798 -0.06
C -2.09625 6.65294 -3.68638 -0.52
Cl -1.29339 5.66271 -4.88047 0.72
C -2.22560 3.65745 -1.49596 -0.12
N -2.65036 -2.51669 0.44578 0.08
N -3.85446 -3.10872 0.59679 0.14
H -7.28402 -4.43518 0.99884 0.09
H -5.86819 -4.64243 -0.07292 0.09
H -5.65103 -4.67149 1.68726 0.09
H -5.63432 -0.30055 0.91730 0.13
H -3.38218 0.72894 0.69217 0.11
H -0.80062 1.24282 -1.93255 0.13
H -2.36381 0.72921 -1.32524 0.10
H -2.23109 2.60188 0.40451 0.13
H -0.02534 3.72079 0.59650 0.12
H 0.34068 3.28929 -1.09260 0.12
H 0.04526 6.17000 -1.25145 0.13
H -0.18475 5.09000 -2.62704 0.08
H -2.20380 7.24616 -0.38453 0.12
H -3.97577 8.83556 -1.14865 0.12
H -3.79758 6.67138 -5.99011 0.08
H -4.22748 8.37186 -5.75663 0.08
H -2.57658 7.91369 -6.20038 0.08
H -1.95852 3.41978 -2.53719 0.12
H -3.28724 3.90478 -1.44386 0.12
H -1.87038 -3.15107 0.36444 0.16
```

The calculated total energy is -44284.2525 eV. The calculation puts the orbital gap at 8.33 eV. Its SMILES is COc1cc/c(=N\C(=O)CC2CN(Cc3ccc(F)c(C)c3Cl)C2)[nH]n1. The value obtained for the HOMO energy is -8.635 eV.

Among the records above, which one has the lowest orbital gap? number 3

Look up the orbital gap of the first one. 8.89 eV

The highest calculated total energy belongs to which entry? number 3